73
Properties=species:S:1:pos:R:3 method="wB97M-V/def2-TZVPD" multiplicity=2 gap_ev="8.967 / 1.669" total_charge=+1 homo_ev="-11.797 / -11.797"
C -4.48 -4.93 -3.65
O -5.15 -4.02 -2.82
P -5.71 -4.58 -1.44
O -6.34 -5.87 -1.53
O -4.40 -4.63 -0.53
C -3.81 -3.39 -0.12
O -6.62 -3.42 -0.72
C -8.05 -3.29 -0.82
H -3.80 -4.46 -4.37
H -5.06 -5.74 -4.09
H -3.67 -5.50 -3.20
H -3.98 -2.57 -0.82
H -2.73 -3.51 -0.10
H -4.09 -3.28 0.93
H -8.46 -4.22 -1.20
H -8.17 -2.51 -1.58
H -8.65 -2.98 0.03
C 2.87 5.47 -3.47
O 3.55 4.33 -3.39
P 3.16 3.17 -4.33
O 3.09 3.54 -5.75
O 1.75 2.66 -3.69
C 1.71 2.12 -2.35
O 4.13 1.92 -4.04
C 5.53 1.92 -4.38
H 3.64 6.10 -3.91
H 2.61 5.98 -2.54
H 2.04 5.47 -4.18
H 1.16 1.18 -2.41
H 1.14 2.71 -1.63
H 2.75 1.98 -2.04
H 5.79 1.11 -5.07
H 6.03 1.92 -3.41
H 5.81 2.71 -5.08
C -1.42 -3.00 3.80
O -0.79 -4.31 3.88
P -0.25 -5.12 2.61
O 0.27 -6.48 2.95
O 0.83 -4.03 1.93
C 1.53 -4.34 0.70
O -1.50 -5.15 1.56
C -1.62 -6.15 0.62
H -2.41 -3.00 4.26
H -1.44 -2.62 2.78
H -0.80 -2.25 4.29
H 0.97 -4.11 -0.20
H 1.80 -5.40 0.75
H 2.43 -3.73 0.78
H -1.70 -5.85 -0.43
H -2.60 -6.60 0.79
H -0.85 -6.92 0.58
C 1.34 3.35 2.77
O 2.46 3.96 3.21
P 2.89 5.35 2.53
O 2.99 5.25 1.01
O 1.67 6.32 3.05
C 1.46 6.64 4.40
O 4.27 5.82 3.32
C 5.13 6.81 2.63
H 0.51 4.02 3.00
H 1.11 2.42 3.30
H 1.34 3.14 1.70
H 1.28 5.72 4.97
H 0.49 7.14 4.44
H 2.24 7.27 4.81
H 5.76 7.37 3.33
H 4.54 7.48 2.00
H 5.82 6.22 2.02
C -0.27 -0.13 0.66
Cl 0.71 -0.31 2.14
Cl -1.17 1.38 0.73
Cl -1.06 -1.64 0.19
H 0.41 0.11 -0.16

19
Properties=species:S:1:pos:R:3 method="wB97M-V/def2-TZVPD" gap_ev=8.945 total_charge=0 homo_ev=-7.971 relative_energy_kj_mol=114.4 smiles=CN[C@H](CN)CS
C -0.38 -2.02 1.87
N 0.43 -0.84 1.68
C 0.17 0.07 0.59
C 0.14 -0.63 -0.75
S 1.10 0.29 -2.07
C -1.12 0.91 0.82
N -1.31 1.85 -0.25
H -1.30 -1.99 1.28
H 0.07 -2.89 1.44
H -0.67 -2.05 2.92
H 1.02 -0.44 2.38
H 0.93 0.84 0.70
H 0.68 -1.57 -0.72
H -0.81 -0.82 -1.25
H 2.29 -0.21 -1.71
H -1.02 1.38 1.80
H -1.90 0.13 0.90
H -0.84 1.81 -1.13
H -1.83 2.68 -0.04

14
Properties=species:S:1:pos:R:3 method="wB97M-V/def2-TZVPD" gap_ev=8.438 total_charge=+1 homo_ev=-14.122 relative_energy_kj_mol=0.0 smiles="Cl/C=C1/C=NC=[NH+]C1"
C 0.08 1.58 -0.31
C 1.77 0.13 0.20
C -0.93 0.46 -0.23
C -2.14 0.83 0.16
C -0.27 -1.05 -0.53
N 1.32 1.36 -0.04
N 1.12 -0.93 -0.08
Cl -3.55 -0.13 0.17
H -0.27 2.53 -0.62
H 2.80 0.09 0.79
H -2.39 1.91 0.30
H -0.68 -1.96 -0.05
H -0.25 -1.19 -1.61
H 1.69 -1.85 -0.15

What did the second record say?
19
Properties=species:S:1:pos:R:3 method="wB97M-V/def2-TZVPD" gap_ev=8.945 total_charge=0 homo_ev=-7.971 relative_energy_kj_mol=114.4 smiles=CN[C@H](CN)CS
C -0.38 -2.02 1.87
N 0.43 -0.84 1.68
C 0.17 0.07 0.59
C 0.14 -0.63 -0.75
S 1.10 0.29 -2.07
C -1.12 0.91 0.82
N -1.31 1.85 -0.25
H -1.30 -1.99 1.28
H 0.07 -2.89 1.44
H -0.67 -2.05 2.92
H 1.02 -0.44 2.38
H 0.93 0.84 0.70
H 0.68 -1.57 -0.72
H -0.81 -0.82 -1.25
H 2.29 -0.21 -1.71
H -1.02 1.38 1.80
H -1.90 0.13 0.90
H -0.84 1.81 -1.13
H -1.83 2.68 -0.04